Entry 1:
Entry from the OMol25 dataset: C36H34GaN6O12 as an isolated structure (ωB97M-V/def2-TZVPD).

Geometry (Å):
O 1.110 1.755 4.906
O -0.106 1.023 4.799
C -0.419 1.003 3.377
Ga 1.153 0.612 2.088
C 2.105 -1.183 2.511
C 2.831 -1.324 3.674
C 3.472 -2.543 3.862
C 3.329 -3.496 2.886
N 2.609 -3.399 1.780
C 1.996 -2.217 1.607
H 1.582 1.344 5.641
H -0.739 2.038 3.155
H -1.303 0.380 3.217
H 0.692 0.524 0.617
H 2.243 1.793 2.277
H 2.911 -0.522 4.397
H 4.077 -2.738 4.742
H 3.864 -4.438 3.036
H 1.393 -2.082 0.713
C 0.646 -5.491 -1.851
C 0.764 -5.111 -0.521
C -0.351 -5.119 0.303
C -1.570 -5.514 -0.222
C -1.704 -5.889 -1.548
C -0.587 -5.876 -2.366
N -2.750 -5.551 0.650
O -2.614 -5.206 1.804
O -3.801 -5.940 0.167
H 1.519 -5.488 -2.491
H 1.724 -4.808 -0.118
H -0.255 -4.821 1.338
H -2.662 -6.191 -1.947
H -0.676 -6.168 -3.404
C -2.576 -8.512 2.038
C -1.247 -8.874 2.214
C -0.927 -10.002 2.953
C -1.948 -10.756 3.504
C -3.277 -10.404 3.343
C -3.589 -9.274 2.605
N -1.614 -11.966 4.268
O -0.439 -12.241 4.410
O -2.534 -12.626 4.713
H -2.824 -7.639 1.457
H -0.460 -8.277 1.772
H 0.107 -10.282 3.090
H -4.065 -10.998 3.782
H -4.623 -8.987 2.468
C -0.563 5.930 -3.096
C 0.763 5.550 -2.939
C 1.078 4.392 -2.241
C 0.057 3.626 -1.714
C -1.266 3.995 -1.857
C -1.575 5.154 -2.550
N 0.379 2.381 -0.992
O 1.557 2.103 -0.867
O -0.559 1.730 -0.573
H -0.806 6.832 -3.643
H 1.553 6.156 -3.362
H 2.110 4.097 -2.117
H -2.055 3.389 -1.435
H -2.610 5.449 -2.666
C 5.273 4.095 -6.856
C 5.334 5.151 -7.756
C 4.640 6.322 -7.500
C 3.896 6.421 -6.338
C 3.820 5.375 -5.435
C 4.514 4.206 -5.699
N 3.177 7.673 -6.052
O 3.247 8.564 -6.874
O 2.557 7.743 -5.010
H 5.820 3.183 -7.056
H 5.925 5.062 -8.658
H 4.687 7.143 -8.200
H 3.233 5.460 -4.533
H 4.465 3.382 -5.000
C -4.954 5.655 2.987
C -4.553 6.929 3.367
C -3.495 7.546 2.720
C -2.854 6.874 1.694
C -3.236 5.602 1.309
C -4.293 4.991 1.963
N -1.743 7.529 0.988
O -1.406 8.636 1.361
O -1.230 6.919 0.074
H -5.784 5.177 3.493
H -5.068 7.444 4.167
H -3.182 8.536 3.015
H -2.722 5.086 0.511
H -4.603 3.996 1.672

Computed properties:
E_LUMO in eV: 0.7
Orbital gap in eV: 5.2
Total charge: -1

Mulliken population analysis, charges in e, atoms 1 to 5: -0.33 -0.31 -0.47 0.20 0.06



Entry 2:
Entry from the OMol25 dataset: C36H34I2N6SeY as an isolated structure (ωB97M-V/def2-TZVPD).

Geometry (Å):
Y -0.667 0.036 -0.288
N -3.499 -0.041 -0.147
C -3.613 -1.190 -0.993
C -4.214 -1.090 -2.245
C -4.266 -2.193 -3.085
C -3.730 -3.404 -2.669
C -3.153 -3.503 -1.411
C -3.083 -2.407 -0.553
C -2.465 -2.498 0.800
C -2.883 -3.490 1.687
C -2.287 -3.605 2.935
C -1.265 -2.733 3.286
C -0.863 -1.748 2.389
C -1.456 -1.581 1.129
H -4.191 0.658 -0.380
H -3.603 -0.292 0.831
H -4.674 -0.156 -2.553
H -4.739 -2.106 -4.054
H -3.771 -4.269 -3.318
H -2.740 -4.447 -1.075
H -3.679 -4.169 1.399
H -2.616 -4.372 3.626
H -0.778 -2.824 4.251
H -0.045 -1.102 2.696
Se -0.021 8.038 -0.143
N 1.196 6.747 -0.125
C 0.571 5.649 -0.455
C 1.231 4.350 -0.579
C 2.613 4.188 -0.449
C 3.161 2.940 -0.626
C 2.308 1.866 -0.876
N 0.993 2.004 -0.973
C 0.459 3.231 -0.860
C -0.987 3.350 -1.141
N -1.641 2.224 -1.491
C -2.894 2.339 -1.919
C -3.582 3.545 -1.968
C -2.942 4.681 -1.531
C -1.614 4.593 -1.122
C -0.840 5.768 -0.717
N -1.357 6.961 -0.592
H 3.226 5.054 -0.229
H 4.227 2.774 -0.552
H 2.681 0.856 -0.980
H -3.364 1.427 -2.260
H -4.598 3.574 -2.339
H -3.433 5.647 -1.521
I -1.190 2.072 2.381
I -3.734 2.855 2.073
C 2.457 1.612 3.487
C 2.720 0.380 2.653
C 3.742 -0.503 2.970
C 3.950 -1.636 2.184
C 5.052 -2.608 2.527
C 3.148 -1.881 1.073
C 2.120 -1.002 0.694
C 1.948 0.119 1.534
N 1.291 -1.104 -0.404
C 1.472 -2.130 -1.436
C 2.899 -2.158 -2.022
C 1.058 -3.523 -0.949
C 0.513 -1.726 -2.561
H 3.128 1.663 4.343
H 1.434 1.614 3.880
H 2.591 2.526 2.900
H 4.371 -0.316 3.833
H 5.515 -2.365 3.483
H 5.832 -2.593 1.762
H 4.670 -3.628 2.583
H 3.329 -2.786 0.514
H 1.176 0.853 1.285
H 3.557 -2.855 -1.506
H 3.356 -1.167 -1.974
H 2.871 -2.465 -3.070
H 1.645 -3.843 -0.089
H 1.189 -4.265 -1.744
H 0.008 -3.517 -0.646
H 0.741 -0.717 -2.926
H -0.547 -1.778 -2.234
H 0.575 -2.408 -3.408

Computed properties:
Energy above the lowest of the compared OMol25 structures with the same formula, charge and spin in kJ/mol: 72.4
E_LUMO in eV: -4.8
Orbital gap in eV: 4.5
Total charge: +1

Mulliken population analysis, charges in e, atoms 1 to 5: -0.05 -0.22 1.08 -1.12 -0.80



Entry 3:
Entry from the OMol25 dataset: C36H34N4O6RbSSb as an isolated structure (ωB97M-V/def2-TZVPD).

Geometry (Å):
Rb -0.711 -0.701 0.539
C -2.558 -4.716 -2.063
C -1.591 -3.648 -1.650
N -1.762 -2.860 -0.653
N -2.927 -2.904 0.025
C -2.891 -2.503 1.310
O -1.913 -2.407 2.082
C -4.268 -2.235 1.869
C -4.424 -1.185 2.767
C -5.667 -0.907 3.318
C -6.766 -1.696 2.998
C -6.613 -2.754 2.108
C -5.372 -3.015 1.539
C -0.349 -3.423 -2.441
C -0.023 -4.249 -3.519
C 1.143 -4.010 -4.233
C 1.962 -2.957 -3.867
C 1.561 -2.180 -2.787
N 0.447 -2.398 -2.096
H -3.401 -4.701 -1.378
H -2.095 -5.709 -2.038
H -2.930 -4.551 -3.081
H -3.560 -0.581 3.019
H -5.779 -0.068 3.995
H -7.735 -1.483 3.433
H -7.466 -3.371 1.849
H -5.243 -3.817 0.825
H -0.679 -5.065 -3.795
H 1.405 -4.644 -5.072
H 2.878 -2.735 -4.398
H 2.158 -1.331 -2.462
O -5.555 5.279 -0.784
C -4.450 5.223 -0.196
O -3.912 6.039 0.586
C -3.619 3.956 -0.487
C -4.043 3.018 -1.424
C -3.269 1.896 -1.660
N -2.112 1.641 -1.029
C -1.714 2.545 -0.128
C -2.428 3.703 0.171
C -0.441 2.192 0.613
O -0.594 1.504 1.659
O 0.659 2.575 0.125
H -4.978 3.191 -1.940
H -3.577 1.156 -2.393
H -2.069 4.415 0.905
O 1.726 -0.268 0.457
S 2.005 0.713 1.559
C 3.770 1.119 1.369
C 4.204 2.366 1.792
C 5.543 2.714 1.635
C 6.424 1.822 1.038
C 5.966 0.585 0.587
C 4.634 0.233 0.747
C 2.318 -0.366 2.994
C 2.480 0.201 4.251
C 2.716 -0.621 5.343
C 2.767 -2.003 5.178
C 2.570 -2.558 3.920
C 2.339 -1.737 2.821
H 3.488 3.068 2.215
H 5.890 3.688 1.957
H 7.465 2.096 0.906
H 6.650 -0.102 0.103
H 4.248 -0.715 0.381
H 2.415 1.280 4.372
H 2.843 -0.186 6.328
H 2.944 -2.645 6.033
H 2.582 -3.633 3.793
H 2.161 -2.146 1.832
C 2.480 4.246 -4.318
Sb 1.515 3.695 -2.431
C 3.198 2.479 -1.864
C 0.522 2.040 -3.363
H 2.868 3.359 -4.832
H 3.308 4.941 -4.128
H 1.755 4.747 -4.970
H 3.599 1.993 -2.758
H 2.833 1.719 -1.161
H 3.982 3.067 -1.378
H 1.261 1.464 -3.929
H -0.261 2.399 -4.036
H 0.059 1.417 -2.597

Computed properties:
Energy above the lowest of the compared OMol25 structures with the same formula, charge and spin in kJ/mol: 215.9
E_LUMO in eV: 3.6
Orbital gap in eV: 6.4
Total charge: -2

Mulliken population analysis, charges in e, atoms 1 to 5: 1.11 -1.27 0.05 0.73 -0.67



Entry 4:
Entry from the OMol25 dataset: C36H35ClIrNO7S2Sb2 as an isolated structure (ωB97M-V/def2-TZVPD).

Geometry (Å):
Ir 0.017 1.021 -3.073
C 1.825 -2.271 0.034
C 0.609 -2.897 0.687
C -0.699 -2.560 0.016
Sb -2.008 -0.543 0.831
C -3.678 0.740 1.570
C -4.482 1.413 0.652
C -5.520 2.232 1.076
C -5.762 2.407 2.434
C -4.959 1.756 3.359
C -3.928 0.925 2.926
C -2.202 -1.655 2.740
C -1.216 -1.597 3.726
C -1.330 -2.298 4.923
C -2.448 -3.084 5.162
C -3.447 -3.156 4.198
C -3.321 -2.448 3.009
Sb 1.905 0.040 0.302
C 1.935 2.248 0.766
C 0.902 2.755 1.538
C 0.874 4.106 1.871
C 1.877 4.950 1.418
C 2.903 4.445 0.628
C 2.930 3.096 0.295
C 3.259 -0.234 1.961
C 2.842 -0.886 3.120
C 3.692 -1.023 4.212
C 4.982 -0.517 4.153
C 5.414 0.125 2.998
C 4.558 0.269 1.914
H 1.825 -2.366 -1.050
H 2.773 -2.589 0.466
H 0.564 -2.679 1.761
H 0.737 -3.992 0.636
H -1.509 -3.249 0.252
H -0.619 -2.375 -1.056
H -4.275 1.319 -0.409
H -6.133 2.747 0.345
H -6.565 3.055 2.767
H -5.131 1.895 4.421
H -3.321 0.413 3.665
H -0.341 -0.973 3.568
H -0.546 -2.226 5.670
H -2.544 -3.633 6.092
H -4.328 -3.763 4.377
H -4.122 -2.506 2.276
H 0.088 2.113 1.860
H 0.052 4.497 2.459
H 1.849 6.007 1.661
H 3.675 5.108 0.252
H 3.713 2.712 -0.348
H 1.843 -1.304 3.180
H 3.344 -1.529 5.106
H 5.649 -0.622 5.000
H 6.422 0.520 2.943
H 4.903 0.773 1.019
N -1.525 1.684 -0.485
C -0.930 1.440 -1.470
Cl -0.813 -5.737 -4.995
C -1.072 -4.035 -4.640
C -1.927 -3.677 -3.617
C -2.127 -2.328 -3.353
C -1.488 -1.326 -4.087
C -1.710 0.120 -3.763
C -0.616 -1.732 -5.104
C -0.409 -3.073 -5.386
H -2.427 -4.439 -3.033
H -2.792 -2.039 -2.545
H -2.533 0.187 -3.047
H -2.016 0.667 -4.664
H -0.074 -0.978 -5.660
H 0.274 -3.372 -6.170
C 2.581 3.112 -5.131
S 0.995 2.375 -5.501
O 0.801 2.513 -6.929
O 1.103 0.949 -5.061
O -0.001 3.053 -4.664
H 2.860 3.737 -5.977
H 3.303 2.315 -4.971
H 2.479 3.694 -4.220
O 3.452 0.253 -0.985
S 2.906 0.437 -2.476
O 4.060 0.456 -3.329
O 2.148 1.712 -2.425
O 1.972 -0.678 -2.667

Computed properties:
Energy above the lowest of the compared OMol25 structures with the same formula, charge and spin in kJ/mol: 38.9
<S²>: 6.034
E_LUMO (alpha / beta) in eV: 4.0 / 3.3
Spin multiplicity: 5
Orbital gap (alpha / beta) in eV: 5.9 / 5.9
Total charge: -2

Mulliken population analysis, charges in e, atoms 1 to 5: 1.45 -1.51 0.21 -1.00 0.73



Entry 5:
Entry from the OMol25 dataset: a 2-piece molecular cluster, C36H35F2N2 overall (ωB97M-V/def2-TZVPD).

Geometry (Å):
C 5.931 0.134 2.030
C 4.517 0.611 2.053
C 3.571 0.053 1.195
C 2.248 0.505 1.182
C 1.313 -0.161 0.243
C 1.890 1.588 2.006
N 0.572 2.099 1.919
C -0.512 1.308 1.667
N -1.602 2.050 2.020
C -2.946 1.558 2.139
C -3.269 0.571 3.077
C -2.217 0.031 3.983
C -4.593 0.122 3.159
C -5.577 0.634 2.311
C -6.978 0.114 2.376
C -5.240 1.634 1.397
C -3.926 2.099 1.301
C -3.538 3.125 0.301
C -1.200 3.388 2.263
C 0.127 3.416 2.208
C 2.806 2.090 2.956
C 2.417 3.065 4.010
C 4.122 1.615 2.935
H 6.518 0.638 2.803
H 5.991 -0.947 2.204
H 6.401 0.334 1.059
H 3.860 -0.764 0.531
H 0.231 0.062 0.458
H 1.539 0.134 -0.800
H 1.464 -1.254 0.328
H -2.632 -0.821 4.543
H -1.344 -0.315 3.407
H -1.879 0.783 4.717
H -4.854 -0.659 3.877
H -7.591 0.599 1.612
H -7.010 -0.968 2.203
H -7.439 0.306 3.352
H -6.014 2.065 0.752
H -4.381 3.310 -0.369
H -3.276 4.066 0.796
H -2.679 2.805 -0.301
H -1.899 4.178 2.469
H 0.798 4.239 2.343
H 3.261 3.211 4.691
H 2.198 4.042 3.577
H 1.555 2.730 4.599
H 4.858 2.048 3.620
F 2.732 2.283 -2.731
C 1.862 1.858 -3.707
C 1.363 2.788 -4.609
C 0.431 2.340 -5.559
C -0.007 1.023 -5.576
C 0.490 0.089 -4.626
C -0.004 -1.246 -4.581
C 0.597 -2.298 -3.908
C 0.138 -3.603 -4.022
C 0.583 -4.695 -3.226
C 1.502 -4.461 -2.161
C 1.914 -5.517 -1.369
F 2.775 -5.247 -0.331
C 1.476 -6.821 -1.567
C 0.584 -7.059 -2.627
C 0.144 -6.030 -3.447
C 1.496 0.523 -3.717
H 1.681 3.823 -4.559
H 0.053 3.039 -6.300
H -0.719 0.674 -6.333
H -0.859 -1.494 -5.220
H 1.461 -2.095 -3.276
H -0.595 -3.800 -4.807
H 1.855 -3.457 -1.944
H 1.828 -7.612 -0.914
H 0.229 -8.074 -2.790
H -0.563 -6.225 -4.260
H 1.964 -0.177 -3.034

Computed properties:
Energy above the lowest of the compared OMol25 structures with the same formula, charge and spin in kJ/mol: 0.0
E_LUMO in eV: -6.0
Orbital gap in eV: 3.7
Total charge: +1

Mulliken population analysis, charges in e, atoms 1 to 5: -1.41 0.52 -1.14 1.68 -1.06



Entry 6:
Entry from the OMol25 dataset: C36H36EuN9 as an isolated structure (ωB97M-V/def2-TZVPD).

Geometry (Å):
Eu -0.759 0.313 -0.114
C -2.885 -2.038 0.971
N -2.849 -1.261 -0.279
C -4.142 -0.590 -0.480
C -4.055 0.657 -1.327
C -5.124 1.008 -2.145
C -5.059 2.179 -2.880
C -3.903 2.944 -2.797
C -2.887 2.518 -1.960
N -2.956 1.411 -1.213
C -2.575 -2.164 -1.417
C -2.098 -1.463 -2.671
C -2.315 -2.047 -3.917
C -1.879 -1.398 -5.059
C -1.268 -0.158 -4.924
C -1.060 0.333 -3.649
N -1.437 -0.310 -2.537
C -1.537 -2.598 1.373
C -1.456 -3.552 2.381
C -0.223 -4.103 2.688
C 0.887 -3.680 1.972
C 0.722 -2.693 1.016
N -0.461 -2.145 0.720
H -3.597 -2.875 0.893
H -3.233 -1.385 1.782
H -4.542 -0.293 0.496
H -4.874 -1.277 -0.927
H -5.996 0.375 -2.203
H -5.883 2.484 -3.507
H -3.797 3.850 -3.372
H -1.967 3.090 -1.879
H -3.473 -2.750 -1.667
H -1.791 -2.873 -1.124
H -2.802 -3.006 -3.987
H -2.023 -1.841 -6.033
H -0.950 0.403 -5.788
H -0.561 1.286 -3.503
H -2.348 -3.868 2.900
H -0.138 -4.855 3.457
H 1.856 -4.115 2.154
H 1.564 -2.318 0.449
N 0.149 2.838 0.136
C -0.462 3.459 1.334
C -1.964 3.173 1.409
N -2.226 1.737 1.640
H 1.158 2.787 0.294
H 0.042 3.480 -0.653
H -0.319 4.546 1.348
H 0.032 3.053 2.223
H -2.444 3.459 0.469
H -2.390 3.788 2.211
H -3.239 1.609 1.643
H -1.917 1.536 2.595
N 9.387 -0.154 2.656
C 8.296 0.016 2.356
C 6.937 0.179 1.990
C 6.309 1.420 2.068
C 4.975 1.543 1.723
C 4.260 0.434 1.285
C 4.898 -0.804 1.204
C 6.221 -0.938 1.560
C 2.826 0.462 0.896
C 1.914 0.492 1.968
C 2.294 0.490 3.342
C 1.153 0.254 4.073
C 0.113 0.143 3.141
N 0.534 0.309 1.879
C 2.596 0.201 -0.464
C 3.635 0.025 -1.426
C 3.053 -0.476 -2.561
C 1.683 -0.570 -2.280
N 1.373 -0.138 -1.052
H 6.868 2.280 2.401
H 4.494 2.506 1.792
H 4.339 -1.666 0.875
H 6.711 -1.896 1.503
H 3.287 0.622 3.727
H 1.067 0.166 5.139
H -0.923 -0.079 3.369
H 4.675 0.240 -1.284
H 3.537 -0.753 -3.476
H 0.941 -0.966 -2.949

Computed properties:
Energy above the lowest of the compared OMol25 structures with the same formula, charge and spin in kJ/mol: 120.2
<S²>: 15.801
E_LUMO (alpha / beta) in eV: -3.3 / -3.0
Spin multiplicity: 8
Orbital gap (alpha / beta) in eV: 3.7 / 5.9
Total charge: +1

Mulliken population analysis, charges in e, atoms 1 to 5: 0.89 -1.48 1.14 -1.47 0.89